Entry 1:
56
Properties=species:S:1:pos:R:3:nbo_charge:R:1 method="wB97M-V/def2-TZVPD" orbital_gap_ev=8.6348 lumo_ev=-2.98 e_homo_ev=-11.61 e_above_lowest_kcal_mol=0.0 total_energy_ha=-5849.02467 spin_multiplicity=1 total_charge=+1
Au -0.9479 -0.7322 -0.8666 0.38
Se -1.8542 -1.2461 1.4641 0.38
Ge -4.1298 -0.4992 3.7647 1.60
P 1.1197 -0.1659 -1.7688 0.91
C 2.2294 -1.4777 -6.0341 -0.18
C -3.7186 -0.8597 1.8433 -1.02
C -4.1973 1.4402 3.9362 -1.09
C -1.0343 0.3540 2.2127 -0.78
C -5.8543 -1.3290 4.1061 -1.08
C 0.9936 -0.9025 -5.7687 -0.20
C -2.7514 -1.2669 4.9171 -1.10
C 0.3003 2.3502 -2.5197 -0.23
C 1.5918 -0.6936 -3.4405 -0.29
C 2.0743 -1.8765 0.2079 -0.18
C 2.0376 3.7666 -0.8949 -0.20
C 2.3912 -0.8273 -0.6561 -0.39
C 3.0251 -2.3845 1.0844 -0.21
C 1.2172 1.6563 -1.7240 -0.28
C 2.8217 -1.2885 -3.7085 -0.22
C 4.3041 -1.8477 1.1045 -0.18
C 0.6703 -0.5247 -4.4755 -0.22
C 4.6429 -0.8326 0.2188 -0.15
C 3.6986 -0.3317 -0.6625 -0.23
C 3.1366 -1.6753 -5.0049 -0.19
C 1.1503 4.4463 -1.7118 -0.18
C 0.2735 3.7348 -2.5220 -0.19
C 2.0699 2.3767 -0.8919 -0.23
H 5.0412 -2.2261 1.8018 0.23
H -0.4373 4.2583 -3.1482 0.23
H 0.0012 0.3716 1.8821 0.24
H 2.7633 -3.2011 1.7450 0.23
H -2.0348 -0.5060 5.2305 0.23
H 1.1299 5.5287 -1.7098 0.23
H -0.4026 1.8052 -3.1378 0.21
H 1.0864 -2.3210 0.1829 0.22
H 3.9866 0.4362 -1.3703 0.23
H -6.0689 -1.3037 5.1757 0.24
H 4.0940 -2.1383 -5.2058 0.23
H -4.3956 1.7193 4.9726 0.25
H 3.5351 -1.4592 -2.9156 0.23
H -4.0338 -0.0237 1.2223 0.24
H 5.6503 -0.4355 0.2084 0.22
H -3.2552 1.8976 3.6316 0.23
H -1.0780 0.2957 3.2969 0.24
H -6.6513 -0.8001 3.5818 0.24
H 2.7530 1.8711 -0.2273 0.23
H -2.2102 -2.0789 4.4291 0.24
H -1.5582 1.2340 1.8528 0.23
H -0.3118 -0.1156 -4.2711 0.21
H 2.4773 -1.7876 -7.0412 0.23
H 0.2760 -0.7585 -6.5663 0.23
H -4.2535 -1.7501 1.5129 0.25
H -3.2256 -1.6684 5.8135 0.25
H -4.9988 1.8450 3.3152 0.24
H 2.7126 4.3180 -0.2522 0.23
H -5.8514 -2.3705 3.7812 0.24

=====

Entry 2:
63
Properties=species:S:1:pos:R:3:nbo_charge:R:1 method="wB97M-V/def2-TZVPD" orbital_gap_ev=7.0831 lumo_ev=-2.73 e_homo_ev=-9.82 e_above_lowest_kcal_mol=34.4 total_energy_ha=-1537.94507 spin_multiplicity=1 total_charge=+1
O -0.1323 7.7093 -1.8873 -0.73
O 1.8287 -2.1521 -1.2979 -0.66
O -0.1895 -1.0087 -1.6311 -0.97
O 3.2450 5.6739 -2.6056 -0.60
N -1.4953 -3.3661 -1.6086 -0.85
N 0.6054 -4.3470 2.7174 -0.54
N 0.9861 5.6654 -2.2359 -0.62
N 1.0849 1.4014 -1.9942 -0.69
N -0.0691 -6.2115 3.9452 -0.76
N -0.8034 -4.0410 4.4407 -0.78
C 2.1515 3.5544 -2.4042 -0.19
C 1.0497 2.7742 -2.0359 0.12
C 3.3245 2.8886 -2.7730 -0.05
C 0.6112 -4.6555 -0.9073 -0.42
C 0.5864 -2.0555 -1.3183 0.82
C 0.3863 -5.5390 0.4133 -0.43
C 1.3053 -5.0831 1.6435 -0.25
C 3.3377 1.4632 -2.7181 -0.26
C -2.8577 2.1626 2.6790 -0.17
C -1.5919 1.3664 0.7527 0.01
C -1.5076 1.3212 -0.6715 -0.66
C -0.8634 0.7510 3.0272 -0.23
C -2.7141 2.1577 1.2617 -0.08
C -2.3187 2.1161 -1.4842 -0.27
C -1.9693 1.5518 3.4888 -0.23
C -3.1651 3.0088 -0.9300 -0.18
C 2.2552 0.7230 -2.3410 0.05
C -0.7230 0.6296 1.6459 -0.23
C -3.4559 2.9883 0.4584 -0.22
C -0.1557 -4.8734 3.6202 0.68
C 1.0991 7.1115 -2.2965 0.11
C -0.2456 -3.3413 -0.8890 -0.14
C 2.1830 5.0312 -2.4189 0.64
Be -0.1972 0.5077 -1.3387 1.63
H -2.1503 1.6167 4.5440 0.21
H -0.6936 -5.3800 0.7158 0.21
H 0.1795 5.2853 -1.7223 0.42
H 0.1143 3.2768 -1.7110 0.23
H 0.7712 -3.3311 2.7425 0.43
H 4.2157 0.8853 -3.0168 0.24
H 1.7697 -5.9984 2.0206 0.21
H -3.6382 3.7388 -1.5408 0.21
H -1.0849 -3.0692 4.0996 0.43
H -0.7811 -6.5711 4.5664 0.41
H -1.7108 -4.3141 -1.9880 0.37
H -3.7971 2.5418 3.0739 0.21
H -1.5619 -4.3255 5.0946 0.43
H -2.0584 2.1449 -2.5572 0.20
H 0.0711 0.0649 1.1692 0.19
H -0.3990 -3.0635 0.1007 0.16
H 2.1720 -4.4224 1.4354 0.24
H 4.2014 3.4238 -3.0950 0.26
H 1.6820 -4.3825 -0.8863 0.24
H 1.2796 7.4648 -3.3583 0.17
H -0.1485 0.3007 3.7488 0.21
H -3.9158 3.8248 0.8911 0.22
H -0.0481 8.6874 -1.8638 0.49
H 2.2393 -0.3625 -2.1603 0.27
H 1.9334 7.4009 -1.6968 0.18
H 0.5605 -5.2425 -1.8503 0.23
H 0.1259 -6.8447 3.2052 0.42
H -1.5663 -2.6642 -2.3397 0.39
H 0.6528 -6.5682 0.0720 0.23

=====

Entry 3:
60
Properties=species:S:1:pos:R:3:nbo_charge:R:1 method="wB97M-V/def2-TZVPD" orbital_gap_ev=7.2577 lumo_ev=-1.85 e_homo_ev=-9.11 total_energy_ha=-3997.85804 spin_multiplicity=1 smiles="CCCOCc1c(CON=O)c(CCF)c([C@H](Br)CC)c2c1C(=O)C(CCC)=CC2=O"
Br -4.5413 -2.2749 -0.1939 -0.01
F 0.0314 -6.0790 0.0344 -0.39
O 1.4398 -2.6741 3.2770 -0.37
O -2.5835 1.5714 -2.6511 -0.53
O 3.6841 -0.5305 1.2513 -0.56
O 1.8455 2.9308 0.0551 -0.54
O 0.0335 -1.9532 4.7071 -0.29
N 0.1882 -2.7474 3.7621 0.35
C -2.0015 1.6583 -1.4537 0.53
C -0.6146 4.8680 1.0719 -0.45
C 0.5412 -1.8556 0.9476 -0.05
C -1.1970 0.4073 -0.6957 -0.09
C 2.4653 0.1137 1.8258 -0.14
C -1.9746 3.0964 -0.5992 -0.28
C 3.9904 -0.3456 -1.2752 -0.44
C 3.2209 0.7540 -2.2255 -0.64
C -1.4274 -2.4554 -3.5030 -0.64
C -0.1249 -4.7920 -0.7048 0.03
C 1.0902 -0.2759 0.9783 0.03
C -1.7555 -1.1685 -0.7323 0.00
C 0.5945 2.4716 0.1299 0.53
C 4.2947 0.3161 0.2149 -0.09
C -1.2101 -3.8933 0.1452 -0.51
C -2.8387 -2.7661 -2.6999 -0.43
C 0.1840 0.8499 0.1383 -0.11
C -2.1407 5.1274 1.7055 -0.41
C -0.7266 3.4975 0.1670 -0.02
C -2.0945 5.9026 3.1691 -0.63
C 1.4618 -2.9297 1.8062 -0.17
C -0.8340 -2.2893 0.0998 0.04
C -3.1449 -1.6135 -1.5268 -0.27
H 3.5274 0.5485 -3.3604 0.21
H -0.6391 -5.0560 -1.7425 0.19
H -3.1335 5.7866 3.7368 0.22
H -3.6679 -0.7328 -2.0927 0.28
H 3.2953 -1.2819 -1.0690 0.22
H -2.2829 -4.1553 -0.2408 0.25
H -0.4795 -2.9030 -2.9842 0.21
H -3.6988 -2.6438 -3.5188 0.23
H -1.1369 -4.2339 1.2642 0.26
H 5.4751 0.2321 0.3601 0.19
H 1.1112 -4.0539 1.6829 0.23
H 3.5651 1.8670 -1.9981 0.22
H 2.0535 0.6698 -2.1551 0.22
H 5.0167 -0.6187 -1.7727 0.21
H -0.1934 5.7995 0.5015 0.25
H 4.0382 1.4557 0.2867 0.21
H -2.9489 3.7508 -0.5975 0.26
H 0.0637 4.6071 2.0106 0.23
H -2.8073 5.6611 0.9041 0.21
H 2.5727 -2.9058 1.3705 0.27
H -1.8943 7.0422 2.9559 0.22
H -2.9347 -3.8617 -2.2999 0.22
H -2.6469 4.0733 1.9263 0.21
H -1.2567 5.3854 3.8144 0.21
H 2.4194 -0.2784 2.9525 0.24
H 0.8807 -4.2211 -0.8968 0.19
H -1.4831 -2.8585 -4.6102 0.23
H -1.2868 -1.2877 -3.5851 0.24
H 2.6165 1.2923 1.9317 0.23

=====

Entry 4:
62
Properties=species:S:1:pos:R:3:mulliken_spin:R:1 method="wB97M-V/def2-TZVPD" orbital_gap_ev="6.8234 / 5.6696" lumo_ev="-1.02 / -2.12" e_homo_ev="-7.84 / -7.79" e_above_lowest_kcal_mol=34.4 total_energy_ha=-5765.93845 spin_multiplicity=2
Sb -1.0699 1.8878 0.5511 0.00
Sb 0.9382 0.7636 -2.5896 0.00
Ru 0.0350 -0.3883 -0.3138 0.18
Br 2.0809 0.9333 0.5585 0.00
S -1.0031 -2.6250 -1.0192 0.39
S -2.8914 -2.8165 -0.7087 0.36
S -2.0423 0.0089 -1.7144 -0.03
S -3.6374 -0.8648 -0.9493 0.07
O 0.4529 -1.2130 5.1065 0.00
N -1.8040 -1.1607 1.6645 0.01
C -0.4989 -0.8089 1.6317 -0.01
C 2.9270 -4.3529 -0.6700 0.01
C 1.6741 4.5904 -2.5935 0.00
C 0.4882 -0.1463 -4.4805 0.00
C -1.6385 -1.6564 4.0002 0.00
C -0.3186 -1.2251 3.9877 0.00
C 1.4253 -1.9641 -0.3730 -0.03
C 2.7451 -3.4991 -1.7458 -0.01
C -0.2964 4.2262 -1.2601 0.00
C 0.5238 3.8461 -2.3339 0.00
C 2.0155 -2.3270 -1.5926 0.00
C 2.0212 5.6918 -1.8288 0.00
C -0.1215 3.0419 2.0410 -0.01
C -2.3357 -1.5871 2.8107 -0.01
C 0.2543 -0.7927 2.8029 0.00
C 3.0078 1.1156 -2.8644 0.00
C -1.5196 3.4506 -0.8667 0.00
C 2.3983 -3.9958 0.5599 0.00
C -3.0033 1.7505 1.4154 0.00
C 1.1994 6.0797 -0.7823 0.00
C 0.0541 5.3492 -0.5120 0.00
C 0.2038 2.6872 -3.2322 0.00
C 1.6683 -2.8226 0.7048 0.05
H 0.7497 3.5301 1.6120 0.00
H 3.2874 2.0083 -2.3083 0.00
H -2.0235 2.9787 -1.7074 0.00
H 3.1603 -3.7456 -2.7156 0.00
H 3.5745 0.2713 -2.4772 0.00
H 2.5455 -4.6365 1.4210 0.00
H 1.9095 -1.6985 -2.4672 0.02
H -3.3640 2.7620 1.6025 0.00
H -2.1080 -2.0176 4.9077 0.00
H 3.2070 1.2512 -3.9270 0.00
H 3.4855 -5.2729 -0.7851 0.00
H -0.8672 2.5614 -3.3941 0.00
H 0.6886 -1.2161 -4.4616 0.00
H 2.3034 4.2986 -3.4269 0.00
H 0.6775 2.8263 -4.2046 0.00
H 1.2878 -2.5872 1.6856 0.00
H -0.5937 5.6541 0.3025 0.00
H -0.5707 0.0054 -4.6878 0.00
H -2.9474 1.2013 2.3530 0.00
H -0.0590 -1.5367 5.8557 0.00
H -0.8312 3.7781 2.4171 0.00
H 1.0832 0.3216 -5.2649 0.00
H -3.3792 -1.8877 2.7731 0.01
H 1.2845 -0.4607 2.7963 0.00
H -3.6790 1.2310 0.7426 0.00
H 2.9221 6.2468 -2.0550 0.00
H 0.2023 2.3798 2.8419 0.00
H 1.4472 6.9441 -0.1805 0.00
H -2.2327 4.0841 -0.3386 0.00

=====

Entry 5:
91
Properties=species:S:1:pos:R:3:lowdin_charge:R:1 method="wB97M-V/def2-TZVPD" orbital_gap_ev=10.9328 lumo_ev=0.14 e_homo_ev=-10.79 total_energy_ha=-12306.08245 spin_multiplicity=1 smiles=FC(F)C(F)(F)COC(F)(F)C(F)F.FC(F)C(F)(F)COC(F)(F)C(F)F.ClC(Cl)Cl.ClC(Cl)Cl.ClC(Cl)Cl.ClC(Cl)Cl.ClC(Cl)Cl.ClC(Cl)Cl.ClC(Cl)Cl.CCCCCC
Cl 2.2866 -7.1594 0.3776 0.49
Cl 3.7333 -1.1262 -1.6040 0.54
Cl -4.7034 -4.2680 -1.0800 0.54
Cl -1.6133 -0.0574 5.5039 0.52
Cl 0.7545 1.6405 5.6489 0.55
Cl -1.4726 2.3580 3.8559 0.54
Cl -6.0161 -0.8320 -0.4685 0.54
Cl -8.5513 0.3204 0.4676 0.51
Cl -4.9410 3.3179 1.9276 0.55
Cl -0.5248 -7.4524 1.3818 0.44
Cl -2.6940 -4.5322 1.0334 0.54
Cl -5.1985 6.1299 2.7700 0.55
Cl 0.1106 3.4326 -0.0157 0.50
Cl 2.1276 5.6288 -0.0106 0.50
Cl 5.2472 -2.6772 0.3388 0.52
Cl -2.7140 5.0553 1.8110 0.53
Cl -0.4854 6.0138 -1.2786 0.54
Cl -2.0434 -5.2365 -1.7263 0.56
Cl -6.2291 0.1385 2.2908 0.51
Cl 3.3739 -4.0803 -1.5102 0.49
Cl 0.1638 -8.3005 -1.3092 0.52
F 4.1026 -0.3282 6.8517 0.10
F 3.9171 -1.1262 2.4070 0.05
F 6.8798 1.3102 5.5908 0.13
F -0.9100 0.0148 -5.6155 0.16
F -1.8046 1.8672 -10.2206 0.14
F 6.8351 -0.6348 6.3826 0.13
F 2.8166 2.1768 3.1159 0.08
F 5.1836 1.2986 7.6690 0.10
F 1.5267 0.6667 2.2133 0.08
F -0.2806 3.2022 -10.7186 0.12
F 0.7173 3.2838 -8.1836 0.16
F 0.9449 0.9465 -5.3731 0.17
F -0.2460 2.5546 -3.2606 0.10
F 3.0506 -0.3626 4.3483 0.17
F -2.0837 1.6403 -3.5137 0.09
F -1.3572 4.0009 -8.2146 0.15
O -0.8616 1.9045 -7.5184 0.03
O 4.9389 0.4705 3.5108 0.01
C -3.3209 -5.1902 -0.5268 -1.50
C -0.7964 2.2690 -6.1126 -0.05
C -0.7648 1.4416 -3.6918 -0.32
C -0.6369 2.3024 -9.8139 -0.36
C -0.2622 -0.4450 -0.2626 -0.19
C 0.4361 -2.8861 0.3044 -0.13
C 5.7465 -0.4017 4.2939 -0.04
C -7.1114 -0.6370 0.9256 -1.46
C 2.7897 1.0136 2.4295 -0.29
C -2.5983 -0.9354 0.8029 -0.29
C -2.9061 0.3925 1.3953 -0.18
C 4.5174 -2.6736 -1.3214 -1.44
C 4.8628 0.7091 6.5089 -0.34
C -0.5466 2.9273 -8.4323 -0.51
C -4.1769 4.7091 2.6840 -1.59
C 6.0894 0.2414 5.6969 -0.45
C 0.3661 5.2178 0.0384 -1.50
C -0.5313 1.0270 4.5721 -1.48
C 0.5009 -1.4118 0.6617 -0.27
C 0.5479 -7.0922 -0.0916 -1.47
C -1.7543 -0.8187 -0.4539 -0.19
C -0.3390 1.1269 -5.2256 -0.51
C 3.6565 -0.0497 3.2310 -0.49
H 4.2506 1.4684 6.0223 0.16
H -0.1768 0.5340 0.2090 0.06
H -3.8733 4.5157 3.7129 0.01
H 0.8289 -2.9524 -0.7102 0.04
H -0.5733 -3.2947 0.3518 -0.01
H 1.5536 -1.1327 0.7059 0.07
H 5.4770 -1.4480 4.4381 0.15
H -3.5386 -1.4266 0.5529 0.05
H 5.2901 -2.7988 -2.0799 0.02
H -2.0592 1.0787 1.3854 0.04
H -1.7522 -1.8024 -0.9234 0.09
H -3.6109 -6.2382 -0.4506 0.02
H 6.6713 -0.3799 3.7175 0.15
H -2.2314 -0.1147 -1.1357 0.11
H -7.5491 -1.5527 1.3229 0.02
H -2.2017 -1.5938 1.5758 0.09
H -0.4151 0.6853 -2.9890 0.14
H 0.3226 -6.0867 -0.4468 -0.03
H 1.0425 -3.5599 0.9097 0.07
H -3.2286 0.3517 2.4357 0.04
H 0.1472 -1.3022 1.6869 0.09
H -0.0729 0.4714 3.7540 -0.01
H -3.6723 0.9441 0.8505 0.03
H 0.0066 1.4366 -9.9700 0.18
H -0.1736 3.1272 -5.8603 0.15
H -0.0226 5.5375 1.0053 -0.02
H -1.7854 2.6441 -5.8494 0.14
H 0.2996 -0.3375 -1.1905 0.09
H 3.2984 1.1905 1.4818 0.17

=====

Entry 6:
58
Properties=species:S:1:pos:R:3:mulliken_spin:R:1 method="wB97M-V/def2-TZVPD" orbital_gap_ev="6.1178 / 4.9025" lumo_ev="-8.27 / -9.31" e_homo_ev="-14.39 / -14.21" total_energy_ha=-2763.43203 spin_multiplicity=4 total_charge=+2
Nd -0.0946 0.2550 -0.0139 2.84
Cl -1.3574 -0.2301 -1.9912 -0.09
S -0.7928 2.1261 -0.1201 -0.02
P 0.7145 -1.8890 0.0978 0.10
N -0.6177 4.5766 -1.0047 0.00
N -2.5598 3.9383 0.5214 0.00
C 1.1631 -3.7211 3.7752 -0.01
C 0.4115 -2.7093 1.7058 0.01
C -0.9204 -2.9297 2.0911 0.02
C -0.7867 -4.1363 -0.7688 0.02
C -1.1242 5.7964 -1.6029 0.00
C 4.6704 -1.0795 -0.6161 0.00
C 4.5365 -3.4364 -0.1094 0.00
C -1.0399 -4.7213 -3.1012 0.03
C 3.2886 -0.9702 -0.4775 0.01
C -1.2004 -3.5511 3.3058 -0.01
C 5.2977 -2.3138 -0.4344 0.00
C -0.1608 -3.9457 4.1515 0.03
C -2.9983 5.2439 0.9743 0.00
C -4.3873 5.5560 0.4265 0.00
C -0.0089 -3.0300 -1.1281 0.05
C 0.2387 -2.7683 -2.4825 0.03
C 3.1537 -3.3271 0.0419 0.00
C 1.4513 -3.1069 2.5556 0.02
C 2.5185 -2.0918 -0.1393 0.08
C -0.2681 -3.6152 -3.4638 -0.01
C -1.3016 -4.9781 -1.7553 0.00
C -1.3584 3.6417 -0.2061 0.00
C -0.3002 6.9945 -1.1421 0.00
H 1.2502 0.7440 0.5692 0.16
H -0.9967 -4.3318 0.2787 0.00
H -3.0490 5.2318 2.0842 0.00
H -0.3827 -4.4234 5.1017 0.00
H -3.1031 3.1385 0.8833 0.00
H -1.7246 -2.6115 1.4320 0.00
H 0.3292 4.2960 -1.3047 0.00
H -1.4459 -5.3753 -3.8679 0.00
H -2.2852 6.0427 0.7181 0.00
H -4.3750 5.5817 -0.6827 0.00
H -0.0760 -3.4036 -4.5118 0.00
H 1.9758 -4.0236 4.4299 0.00
H 5.2570 -0.2026 -0.8756 0.00
H -0.0979 0.2808 1.5306 -0.28
H 6.3741 -2.4007 -0.5530 0.00
H -2.1951 5.9540 -1.4018 0.00
H 2.5655 -4.2033 0.2963 0.00
H 2.7956 -0.0162 -0.6391 0.00
H -5.1104 4.7805 0.7576 0.00
H -0.6772 7.9172 -1.6309 0.00
H 0.7659 6.8533 -1.4203 0.00
H -1.0362 5.7087 -2.7072 0.00
H 0.8123 -1.8868 -2.7574 0.01
H -1.9121 -5.8308 -1.4715 0.00
H 5.0177 -4.4011 0.0262 0.00
H -0.3683 7.1175 -0.0415 0.00
H -4.7250 6.5435 0.8052 0.00
H 2.4837 -2.9360 2.2668 0.00
H -2.2335 -3.7211 3.5960 0.00

=====

Entry 7:
58
Properties=species:S:1:pos:R:3:mulliken_spin:R:1 method="wB97M-V/def2-TZVPD" orbital_gap_ev="6.8885 / 6.9403" lumo_ev="-7.10 / -7.05" e_homo_ev="-13.99 / -13.99" total_energy_ha=-3287.71489 spin_multiplicity=3 total_charge=+2
Tm 1.1919 0.8666 -1.4603 2.03
Cl 1.7368 1.3827 0.9519 0.00
S -1.0956 2.1063 -1.0220 0.00
P 0.3087 -1.2476 0.1836 -0.01
N -1.9431 3.2563 1.2642 0.00
N -0.5071 4.5938 -0.0634 0.00
C -1.1247 5.9400 -0.0260 0.00
C -1.0931 -2.2132 -0.3945 0.00
C -2.0571 -4.3236 -1.1363 0.00
C 1.6142 -1.4670 -1.1175 -0.01
C 3.7986 -0.4827 -1.8156 -0.01
C -0.9653 -3.5868 -0.6546 0.00
C 0.7580 4.5650 -0.7965 0.00
C -1.1929 3.4100 0.1351 0.00
C 2.1597 -3.0763 1.3242 0.00
C 0.9989 -2.3223 1.5199 0.00
C -2.9658 2.2211 1.4069 0.00
C 1.3523 -1.8288 -2.4515 0.00
C 0.8388 -3.1723 3.8075 0.00
C -1.7661 4.1154 2.4167 0.00
C 0.3356 -2.3638 2.7672 0.00
C 2.4242 -1.7264 -3.4015 0.00
C 2.6719 -3.8810 2.3460 0.00
C -3.4320 -2.2962 -1.0636 0.00
C 3.6285 -1.0960 -3.0610 0.00
C 1.9969 -3.9439 3.5730 0.00
C -2.3258 -1.5635 -0.6334 0.00
C 2.8096 -0.7196 -0.8372 0.01
C -3.2855 -3.6673 -1.3291 0.00
H -2.5754 1.2147 1.6290 0.00
H -4.1540 -4.2057 -1.7094 0.00
H 3.5858 -4.4641 2.2217 0.00
H -4.4183 -1.8280 -1.2000 0.00
H 0.5999 4.3950 -1.8763 0.00
H -0.2568 -0.0275 -3.5371 0.00
H 2.6724 -3.0502 0.3775 0.00
H -0.8734 4.7226 2.2708 0.00
H 2.3345 -2.1616 -4.4227 0.00
H -1.9810 -5.3954 -1.3408 0.00
H 0.3948 -2.3285 -2.7008 0.00
H -3.6417 2.1546 0.5538 0.00
H 1.4021 3.7597 -0.3796 0.00
H -1.6608 3.4893 3.3226 0.00
H -1.1204 6.3966 -1.0324 0.00
H 2.3971 -4.5673 4.3899 0.00
H -0.5283 6.6206 0.6168 0.00
H -2.1447 5.8387 0.3444 0.00
H 0.3867 -3.2541 4.8047 0.00
H 0.4394 0.1285 -3.8697 0.00
H 3.0012 -0.2858 0.1499 0.00
H -2.6738 4.7385 2.5312 0.00
H 4.7775 -0.0976 -1.4407 0.00
H 1.2283 5.5638 -0.6554 0.00
H -0.0093 -4.0832 -0.4735 0.00
H -2.4151 -0.4753 -0.4562 0.00
H 4.4737 -1.0570 -3.7628 0.00
H -0.5518 -1.7593 2.9264 0.00
H -3.5586 2.5395 2.2869 0.00